The following is a quantum chemistry calculation of an isolated molecule of C2H9NO2P2 at a distorted geometry, from the Open Molecules 2025 dataset.

Bonds (Å) are listed after each position.
CARTESIAN COORDINATES (ANGSTROEM)
1 C 1.95796 -1.01273 -0.39363  P6 1.847, H8 1.149, H9 1.008, H10 1.193
2 C -1.87094 -0.98624 -0.12720  P7 1.824, H11 1.133, H12 1.046, H13 1.150
3 N 0.08483 1.15951 -0.32123  P6 1.702, P7 1.725, H14 1.047
4 O 2.53863 1.81311 -0.12411  P6 1.470
5 O -2.54123 1.67563 -0.27114  P7 1.458
6 P 1.63548 0.70260 0.20990  C1 1.847, N3 1.702, O4 1.470, H15 1.510
7 P -1.50779 0.76885 0.21371  C2 1.824, N3 1.725, O5 1.458, H16 1.489
8 H 1.81927 -0.93821 -1.53154  C1 1.149
9 H 2.81655 -1.19807 0.10096  C1 1.008
10 H 1.05424 -1.60823 0.10839  C1 1.193
11 H -1.65331 -1.35288 -1.17710  C2 1.133
12 H -1.47148 -1.53530 0.66839  C2 1.046
13 H -3.00707 -0.91303 -0.28649  C2 1.150
14 H 0.06196 2.19663 -0.46267  N3 1.047
15 H 1.50490 0.45754 1.69402  P6 1.510
16 H -1.42200 0.77080 1.69974  P7 1.489

Calculated values
Structure (SMILES): C[P@H](=O)N[P@@H](C)=O
2S+1: 1
Frontier orbital gap: 11.3 eV
E_HOMO: -10.626 eV

The following is a quantum chemistry calculation of a cluster of 3 separate species, C2H9NO3 in total at a distorted geometry, from the Open Molecules 2025 dataset.

Bonds (Å) are listed after each position.
CARTESIAN COORDINATES (ANGSTROEM)
1 O 1.98311 1.29151 -0.59688  C2 1.289
2 C 1.60559 1.26085 0.63492  O1 1.289, C3 1.490, H5 1.101
3 C 0.45251 2.09015 1.08577  C2 1.490, N4 1.493, H6 1.094, H7 1.107
4 N -0.87427 1.41967 0.95272  C3 1.493, H8 1.026, H9 1.025
5 H 2.00317 0.49136 1.31533  C2 1.101
6 H 0.42724 2.93262 0.38798  C3 1.094
7 H 0.65274 2.35999 2.14067  C3 1.107
8 H -1.54039 1.91876 1.55292  N4 1.026
9 H -0.76235 0.50382 1.39890  N4 1.025
10 H 0.21548 -4.58675 -1.31091  O12 0.968
11 H 1.08564 -5.36269 -2.14304  O12 0.950
12 O 1.11796 -4.93519 -1.29555  H10 0.968, H11 0.950
13 H -1.98384 0.29238 -0.62340  O15 0.972
14 H -2.14566 0.50356 -2.06536  O15 0.935
15 O -2.23694 -0.18004 -1.43408  H13 0.972, H14 0.935

Calculated values
Charge: -1
2S+1: 2
Frontier orbital gap (alpha / beta): 3.0 / 6.5 eV
E_HOMO (alpha / beta): 0.145 / -3.296 eV

The following is a quantum chemistry calculation of a cluster of 3 separate species, C2H9NO4 in total at a distorted geometry, from the Open Molecules 2025 dataset.

Bonds (Å) are listed after each position.
CARTESIAN COORDINATES (ANGSTROEM)
1 O 1.40516 -0.44329 0.13061  C2 1.291
2 C 0.96163 -1.26021 -0.76474  O1 1.291, N3 1.419, H6 1.091
3 N -0.28601 -1.89750 -0.53860  C2 1.419, C4 1.442, H7 1.009
4 C -1.12968 -1.27036 0.44777  N3 1.442, O5 1.418, H8 1.109, H9 1.088
5 O -1.12486 0.14608 0.38418  C4 1.418, H10 0.987
6 H 1.27489 -1.20342 -1.80796  C2 1.091
7 H -0.80556 -2.16771 -1.36034  N3 1.009
8 H -0.79624 -1.57494 1.46034  C4 1.109
9 H -2.12871 -1.66645 0.27744  C4 1.088
10 H -0.16082 0.35089 0.33347  O5 0.987
11 H 0.61429 1.49675 -2.01168  O13 0.978
12 H -0.89148 1.65966 -2.02986  O13 0.966
13 O -0.11765 1.77915 -2.59501  H11 0.978, H12 0.966
14 H 0.15448 1.22698 2.46935  O16 0.972
15 H 0.52694 2.02672 3.68860  O16 0.964
16 O 0.39932 2.12803 2.73857  H14 0.972, H15 0.964

Calculated values
Charge: -1
2S+1: 2
Frontier orbital gap (alpha / beta): 3.5 / 7.9 eV
E_HOMO (alpha / beta): 0.222 / -4.241 eV

E_tot for every record listed, in sequence, given in eV: -26383.7441; -9851.1445; -11899.0843.
Energy above the lowest of the compared OMol25 structures with the same formula, charge and spin for every record listed, in sequence, given in kJ/mol: 0.0; 53.7; 16.8.